Entry from the OMol25 dataset: C30H30F10O34PPd as an isolated structure (wB97M-V/def2-TZVPD).

Its total charge is -1. Its spin multiplicity is 3. For the LUMO energy (spin up / spin down), the calculation gives 1.1 / 0.0 eV. The relative energy (zero: lowest compared OMol25 entry of this formula, charge and spin) comes out at 821.25 kJ/mol. For the gap between HOMO and LUMO (spin up / spin down), the calculation gives 6.6447 / 4.9691 eV.

```
106
C30H30F10O34PPd | the OMol25 dataset | wB97M-V/def2-TZVPD
Pd -0.509 3.790 0.815
P 0.261 0.355 -0.090
O 0.532 -1.168 -0.394
O -0.960 0.666 0.781
O -0.049 1.433 -1.222
O 1.301 1.172 0.622
C -4.055 0.113 5.110
C -4.887 1.262 4.579
O -5.101 2.056 5.765
C -4.421 1.478 6.781
O -4.312 1.881 7.964
O -3.848 0.405 6.426
F -6.007 0.763 4.006
H -3.051 0.082 4.688
H -4.606 -0.828 5.085
H -4.305 1.750 3.797
C 1.312 4.614 9.241
C 1.625 3.132 9.339
O 1.599 2.840 7.970
C 0.991 3.747 7.264
O 0.601 3.647 6.091
O 0.588 4.730 8.131
F 0.511 2.624 9.929
H 2.198 5.219 9.050
H 0.799 5.027 10.109
H 2.504 2.867 9.926
C 4.923 -0.144 4.263
C 5.192 -1.446 3.436
O 5.654 -2.201 4.540
C 5.988 -1.427 5.639
O 6.409 -1.923 6.682
O 5.651 -0.210 5.441
F 6.270 -1.183 2.665
H 3.848 0.040 4.267
H 5.259 0.737 3.716
H 4.382 -1.831 2.816
C -0.574 -1.120 -6.182
C -0.756 0.267 -6.789
O -0.963 -0.074 -8.132
C -1.651 -1.218 -8.105
O -2.234 -1.660 -9.100
O -1.566 -1.834 -6.897
F 0.348 0.885 -6.604
H -0.719 -1.196 -5.105
H 0.412 -1.550 -6.359
H -1.615 0.893 -6.546
C 1.995 7.563 -5.696
C 0.627 7.438 -6.329
O 0.021 6.660 -5.323
C 0.520 6.967 -4.058
O 0.117 6.560 -2.976
O 1.657 7.609 -4.305
F 0.914 6.718 -7.396
H 2.383 8.527 -6.025
H 2.583 6.656 -5.835
H 0.260 8.427 -6.603
C 3.311 -6.609 -2.401
C 4.376 -5.564 -2.492
O 4.532 -5.531 -3.892
C 4.195 -6.726 -4.402
O 4.290 -6.967 -5.593
O 3.630 -7.438 -3.475
F 5.454 -6.175 -1.928
H 2.355 -6.100 -2.523
H 3.306 -7.209 -1.490
H 4.264 -4.550 -2.108
C -4.358 -3.400 -1.065
C -5.121 -2.180 -1.570
O -6.281 -2.218 -0.661
C -6.475 -3.553 -0.392
O -7.542 -4.040 0.066
O -5.341 -4.274 -0.620
F -5.593 -2.335 -2.799
H -3.754 -3.007 -0.248
H -3.613 -3.919 -1.668
H -4.467 -1.312 -1.483
C -6.875 3.651 -3.844
C -6.013 3.883 -2.678
O -6.713 3.114 -1.625
C -7.980 3.065 -1.991
O -8.957 2.816 -1.254
O -8.143 3.654 -3.204
F -6.072 5.223 -2.406
H -6.752 2.683 -4.329
H -6.678 4.401 -4.611
H -4.956 3.624 -2.725
C -1.280 -6.656 2.838
C -0.549 -5.627 3.738
O 0.421 -6.439 4.266
C 0.434 -7.724 3.762
O 1.377 -8.533 3.898
O -0.637 -7.931 3.105
F -1.351 -5.282 4.722
H -1.282 -6.345 1.793
H -2.338 -6.616 3.101
H -0.276 -4.741 3.165
C 5.690 1.816 -2.131
C 5.717 0.744 -3.176
O 6.944 0.119 -2.759
C 7.808 1.107 -2.455
O 9.012 0.959 -2.302
O 7.130 2.145 -1.981
F 5.848 1.297 -4.379
H 5.365 1.333 -1.209
H 5.048 2.693 -2.223
H 4.847 0.089 -3.224
```


Entry from the OMol25 dataset: a 5-piece molecular cluster, C30H30F25NO11 overall (wB97M-V/def2-TZVPD).

Its total charge is 0. For the LUMO energy, the calculation gives -0.9 eV. For the gap between HOMO and LUMO, the calculation gives 9.0424 eV.

```
97
C30H30F25NO11 | the OMol25 dataset | wB97M-V/def2-TZVPD
C 2.275 -4.921 1.150
N 0.882 -4.456 1.112
C 0.521 -3.769 -0.133
C 0.763 -2.281 -0.043
C -0.118 -1.294 -0.184
C -1.608 -1.300 -0.466
C -2.405 -2.444 0.221
C -3.615 -1.947 1.051
F -3.202 -1.870 2.314
F -4.102 -0.789 0.586
C -4.760 -3.007 0.840
F -5.083 -2.902 -0.446
F -4.207 -4.197 1.107
C -5.976 -2.848 1.762
F -6.489 -1.622 1.652
F -5.573 -2.927 3.029
C -7.149 -3.886 1.620
F -8.271 -3.312 2.043
F -6.914 -4.873 2.486
C -7.431 -4.557 0.255
F -6.424 -5.284 -0.203
F -8.396 -5.452 0.492
C -7.977 -3.627 -0.893
F -8.056 -2.358 -0.551
F -7.274 -3.734 -1.992
F -9.197 -4.009 -1.217
C 0.549 0.053 -0.077
O 0.122 1.125 -0.113
O 1.916 -0.198 0.038
C 2.066 -1.553 0.219
O 3.090 -1.992 0.568
H 2.697 -5.171 0.163
H 2.933 -4.236 1.694
H 2.293 -5.857 1.731
H 0.300 -5.284 1.177
H 1.166 -4.139 -0.957
H -0.500 -4.036 -0.409
H -1.983 -0.291 -0.265
H -1.707 -1.442 -1.553
H -1.732 -2.936 0.933
H -2.673 -3.196 -0.523
C -0.714 -0.582 7.286
C -1.856 -1.575 7.231
O -1.794 -2.380 6.039
C -0.904 -3.370 6.047
O -0.167 -3.639 6.950
C -0.981 -4.153 4.732
F -0.990 -3.338 3.664
F -2.103 -4.896 4.674
F 0.051 -4.988 4.587
H -0.697 0.030 6.383
H -0.814 0.068 8.155
H 0.249 -1.090 7.347
H -2.805 -1.043 7.188
H -1.882 -2.212 8.116
C 4.074 0.942 -1.623
C 5.338 0.635 -0.850
O 6.501 0.662 -1.706
C 6.964 1.861 -2.028
O 6.505 2.910 -1.669
C 8.213 1.723 -2.907
F 8.025 0.847 -3.907
F 9.262 1.290 -2.186
F 8.560 2.892 -3.459
H 3.969 0.260 -2.470
H 3.200 0.845 -0.974
H 4.093 1.954 -2.030
H 5.284 -0.373 -0.443
H 5.474 1.317 -0.010
C 7.756 5.849 -2.012
C 8.545 6.107 -3.277
O 8.518 7.502 -3.642
C 9.322 8.304 -2.952
O 10.057 7.966 -2.069
C 9.207 9.741 -3.477
F 7.925 10.121 -3.613
F 9.791 9.859 -4.684
F 9.798 10.614 -2.658
H 6.734 6.219 -2.116
H 7.725 4.785 -1.790
H 8.197 6.365 -1.158
H 8.094 5.568 -4.108
H 9.575 5.762 -3.189
C -6.446 0.739 -1.820
C -7.025 1.828 -2.699
O -6.166 2.982 -2.735
C -5.092 2.887 -3.515
O -4.793 1.935 -4.176
C -4.298 4.199 -3.478
F -4.112 4.633 -2.221
F -4.947 5.169 -4.147
F -3.094 4.060 -4.038
H -6.242 1.123 -0.820
H -7.138 -0.100 -1.744
H -5.502 0.368 -2.220
H -7.974 2.168 -2.288
H -7.219 1.470 -3.710
```


Entry from the OMol25 dataset: C30H30FN7O4S2Sc as an isolated structure (wB97M-V/def2-TZVPD).

Its total charge is +1. For the LUMO energy, the calculation gives -2.4 eV. The relative energy (zero: lowest compared OMol25 entry of this formula, charge and spin) comes out at 99.58 kJ/mol. For the gap between HOMO and LUMO, the calculation gives 9.4200 eV.

```
75
C30H30FN7O4S2Sc | the OMol25 dataset | wB97M-V/def2-TZVPD
Sc 0.139 0.201 -0.092
N 3.069 -1.682 -1.305
C 3.474 -0.585 -0.656
N 4.774 -0.459 -0.424
C 5.175 0.727 0.026
N 6.454 0.906 0.342
N 4.350 1.781 0.162
C 3.067 1.532 0.000
N 2.540 0.349 -0.338
C 2.169 2.689 0.186
C 2.703 3.960 -0.008
C 1.895 5.064 0.186
C 0.587 4.847 0.589
C 0.142 3.546 0.755
N 0.899 2.471 0.540
H 3.718 -2.444 -1.407
H 2.074 -1.854 -1.337
H 7.109 0.154 0.233
H 6.764 1.818 0.632
H 3.736 4.051 -0.297
H 2.275 6.064 0.039
H -0.082 5.671 0.772
H -0.873 3.371 1.090
O -1.508 -0.080 3.628
C -1.209 0.298 2.514
O -0.155 -0.019 1.855
C -2.174 1.192 1.726
C -3.256 1.828 2.323
C -4.093 2.596 1.526
C -3.836 2.666 0.164
C -2.739 1.988 -0.347
N -1.910 1.283 0.418
H -3.417 1.713 3.384
H -4.930 3.125 1.955
H -4.470 3.240 -0.494
H -2.500 2.008 -1.403
O -1.506 -1.038 -0.792
S -2.480 -1.677 -1.728
C -2.711 -3.373 -0.991
C -1.376 -3.985 -0.583
C -1.300 -4.380 0.896
C -0.983 -3.190 1.785
S 0.708 -2.458 1.632
O 0.766 -1.850 0.249
C 1.615 -4.021 1.399
C 2.042 -4.712 2.523
C 2.726 -5.906 2.370
C 3.003 -6.395 1.104
C 2.598 -5.688 -0.015
C 1.899 -4.505 0.134
C -1.512 -2.258 -3.146
C -2.180 -2.898 -4.177
C -1.455 -3.396 -5.245
C -0.074 -3.267 -5.265
C 0.581 -2.587 -4.250
C -0.145 -2.057 -3.195
H -3.241 -3.972 -1.727
H -3.363 -3.212 -0.134
H -0.592 -3.248 -0.758
H -1.162 -4.852 -1.208
H -0.538 -5.150 1.022
H -2.249 -4.819 1.212
H -1.065 -3.449 2.838
H -1.644 -2.348 1.573
H 1.833 -4.319 3.507
H 3.044 -6.461 3.240
H 3.541 -7.323 0.988
H 2.823 -6.064 -1.000
H 1.555 -3.964 -0.733
H -3.255 -2.991 -4.140
H -1.975 -3.876 -6.058
H 0.488 -3.684 -6.088
H 1.652 -2.444 -4.291
H 0.333 -1.448 -2.434
F 0.165 0.860 -1.764
```


Entry from the OMol25 dataset: C30H30N7Pt as an isolated structure (wB97M-V/def2-TZVPD).

Its total charge is +3. For the LUMO energy, the calculation gives -12.1 eV. The relative energy (zero: lowest compared OMol25 entry of this formula, charge and spin) comes out at 0.00 kJ/mol. For the gap between HOMO and LUMO, the calculation gives 3.9975 eV.

```
68
C30H30N7Pt | the OMol25 dataset | wB97M-V/def2-TZVPD
Pt -0.898 0.023 -0.271
C -1.098 4.436 -0.483
C -1.429 3.128 -0.126
N -0.788 2.085 -0.641
C 0.159 2.359 -1.586
C 0.498 3.668 -1.879
N -0.114 4.706 -1.319
C 0.721 1.199 -2.296
C 1.628 1.223 -3.332
C 2.090 0.026 -3.904
C 1.596 -1.171 -3.359
C 0.689 -1.146 -2.323
N 0.246 0.028 -1.846
C 0.096 -2.306 -1.639
C 0.395 -3.618 -1.961
N -0.233 -4.650 -1.409
C -1.197 -4.372 -0.552
C -1.494 -3.063 -0.172
N -0.834 -2.027 -0.679
C 3.068 0.026 -5.009
C 3.548 -1.166 -5.554
C 4.486 -1.113 -6.575
N 4.959 0.025 -7.069
C 4.498 1.163 -6.565
C 3.561 1.217 -5.543
H -1.644 5.267 -0.054
H -2.213 2.943 0.581
H 1.284 3.888 -2.589
H 1.970 2.174 -3.707
H 1.912 -2.122 -3.755
H 1.162 -3.846 -2.691
H -1.754 -5.198 -0.127
H -2.268 -2.867 0.544
H 3.218 -2.140 -5.223
H 4.870 -2.027 -7.011
H 4.893 2.077 -6.992
H 3.241 2.192 -5.205
C 3.017 -0.142 2.922
C 1.577 -0.096 3.346
C 1.229 -0.089 4.722
C -0.094 -0.047 5.219
C -0.360 -0.037 6.696
C -1.109 -0.015 4.308
C -0.857 -0.022 2.865
C 0.551 -0.062 2.456
N -1.764 0.001 1.926
C -3.261 0.015 2.089
C -3.775 -1.220 1.338
C -3.898 0.012 3.478
C -3.763 1.258 1.349
H 3.683 -0.158 3.782
H 3.270 0.731 2.321
H 3.217 -1.034 2.329
H 2.039 -0.116 5.446
H 0.565 -0.069 7.268
H -0.964 -0.898 6.984
H -0.903 0.863 6.983
H -2.113 0.020 4.680
H 0.759 -0.070 1.393
H -3.413 -2.137 1.801
H -3.516 -1.174 0.280
H -4.863 -1.227 1.402
H -3.681 -0.888 4.052
H -4.974 0.016 3.314
H -3.675 0.908 4.057
H -3.493 1.224 0.292
H -3.402 2.167 1.827
H -4.851 1.269 1.400
```


Entry from the OMol25 dataset: C30H30N9O6SW as an isolated structure (wB97M-V/def2-TZVPD).

Its total charge is +1. For the LUMO energy, the calculation gives -3.5 eV. The relative energy (zero: lowest compared OMol25 entry of this formula, charge and spin) comes out at 0.00 kJ/mol. For the gap between HOMO and LUMO, the calculation gives 7.0893 eV.

```
77
C30H30N9O6SW | the OMol25 dataset | wB97M-V/def2-TZVPD
W 0.897 0.405 -0.209
C 5.015 -0.675 1.944
O 5.012 0.704 2.300
C 3.832 1.310 2.615
C 3.891 2.335 3.555
C 2.750 3.014 3.964
C 1.510 2.686 3.431
C 1.450 1.695 2.463
C 0.216 1.336 1.696
N -0.019 2.124 0.605
N -1.392 2.298 0.209
C -1.917 1.144 -0.074
O -1.198 0.061 -0.061
C -3.316 1.101 -0.562
C -3.739 -0.015 -1.276
C -5.028 -0.062 -1.785
C -5.895 0.999 -1.568
C -5.475 2.108 -0.842
C -4.187 2.163 -0.337
C 2.586 1.018 2.055
O 2.404 0.114 1.051
H 6.042 -1.008 2.071
H 4.704 -0.830 0.912
H 4.360 -1.246 2.604
H 4.861 2.570 3.975
H 2.837 3.797 4.705
H 0.615 3.211 3.737
H -0.648 0.968 2.245
H -3.057 -0.839 -1.439
H -5.350 -0.924 -2.355
H -6.902 0.964 -1.963
H -6.156 2.930 -0.666
H -3.847 3.020 0.229
N 0.180 1.674 -1.963
N -0.673 0.932 -2.792
C -0.502 -0.441 -2.745
O -1.035 -1.192 -3.526
O 0.289 -0.814 -1.766
H -0.364 2.407 -1.501
H 0.950 2.074 -2.490
H -1.020 1.349 -3.641
N 4.219 -1.524 -2.259
C 2.941 -1.579 -1.877
N 2.630 -0.403 -1.371
C 3.763 0.324 -1.466
N 4.766 -0.310 -2.014
C 3.710 1.706 -0.979
C 4.809 2.531 -0.922
N 4.702 3.784 -0.466
C 3.507 4.185 -0.086
C 2.376 3.353 -0.129
N 2.482 2.107 -0.576
H 4.768 -2.244 -2.701
H 2.281 -2.422 -1.986
H 5.779 2.175 -1.240
H 3.403 5.193 0.295
H 1.403 3.661 0.229
C -5.409 -3.846 -1.280
C -4.139 -3.429 -0.594
C -2.910 -3.502 -1.249
C -1.738 -3.112 -0.622
C -1.809 -2.633 0.676
C -3.018 -2.515 1.344
C -4.176 -2.932 0.707
S -0.359 -2.088 1.527
C 0.343 -3.666 1.935
O 0.672 -1.621 0.473
H -5.224 -4.164 -2.304
H -6.124 -3.022 -1.303
H -5.885 -4.672 -0.749
H -2.870 -3.847 -2.275
H -0.799 -3.118 -1.160
H -3.063 -2.094 2.341
H -5.126 -2.845 1.218
H 0.418 -4.256 1.024
H -0.322 -4.148 2.652
H 1.320 -3.491 2.381
```


Entry from the OMol25 dataset: C30H30N9O6SW as an isolated structure (wB97M-V/def2-TZVPD).

Its total charge is +1. For the LUMO energy, the calculation gives -3.6 eV. The relative energy (zero: lowest compared OMol25 entry of this formula, charge and spin) comes out at 53.00 kJ/mol. For the gap between HOMO and LUMO, the calculation gives 7.0450 eV.

```
77
C30H30N9O6SW | the OMol25 dataset | wB97M-V/def2-TZVPD
W -0.155 0.320 -0.703
C -4.572 0.760 1.680
O -3.872 1.989 1.481
C -2.631 2.030 2.054
C -2.354 2.951 3.056
C -1.071 3.082 3.572
C -0.030 2.297 3.095
C -0.297 1.372 2.098
C 0.662 0.550 1.312
N 1.460 1.142 0.360
N 2.699 0.484 0.185
C 2.514 -0.684 -0.303
O 1.276 -1.054 -0.663
C 3.590 -1.683 -0.408
C 4.882 -1.353 0.000
C 5.895 -2.290 -0.095
C 5.627 -3.561 -0.591
C 4.342 -3.892 -0.991
C 3.325 -2.954 -0.903
C -1.586 1.226 1.603
O -1.706 0.411 0.509
H -4.666 0.542 2.746
H -4.063 -0.067 1.183
H -5.564 0.898 1.255
H -3.162 3.580 3.407
H -0.884 3.814 4.346
H 0.975 2.418 3.479
H 0.996 -0.392 1.750
H 5.080 -0.365 0.395
H 6.896 -2.034 0.222
H 6.423 -4.290 -0.662
H 4.128 -4.883 -1.370
H 2.319 -3.210 -1.200
N 2.644 2.451 -2.124
N 2.717 1.372 -3.003
C 1.670 0.544 -3.268
O 1.742 -0.295 -4.144
O 0.559 0.691 -2.545
H 2.936 3.296 -2.599
H 3.238 2.277 -1.320
H 3.549 1.196 -3.546
N -3.959 0.969 -2.818
C -3.073 0.110 -2.319
N -2.003 0.784 -1.956
C -2.320 2.077 -2.221
N -3.504 2.232 -2.757
C -1.426 3.099 -1.736
C -1.578 4.446 -1.999
N -0.786 5.361 -1.450
C 0.152 4.906 -0.639
C 0.338 3.550 -0.384
N -0.452 2.633 -0.929
H -4.876 0.781 -3.189
H -3.229 -0.948 -2.215
H -2.363 4.792 -2.659
H 0.801 5.629 -0.161
H 1.122 3.181 0.258
C -0.098 -7.986 -0.438
C -0.160 -6.582 -0.966
C 0.647 -6.181 -2.026
C 0.621 -4.876 -2.490
C -0.239 -3.967 -1.893
C -1.060 -4.337 -0.835
C -1.011 -5.642 -0.380
S -0.242 -2.304 -2.515
C -1.493 -2.442 -3.779
O -0.969 -1.517 -1.374
H 0.326 -8.669 -1.171
H -1.090 -8.346 -0.164
H 0.525 -8.026 0.458
H 1.314 -6.898 -2.490
H 1.274 -4.570 -3.301
H -1.700 -3.604 -0.364
H -1.641 -5.942 0.449
H -2.422 -2.846 -3.380
H -1.084 -3.124 -4.525
H -1.611 -1.458 -4.231
```


Listing strongest force on any atom for the structures above in their given order: 0.128 0.068 0.048 0.018 0.033 0.018 hartree/bohr.
Listing calculated total energy for the structures above in their given order: -141149.5323 -123547.4051 -95309.0034 -45247.1448 -69948.8353 -69948.2860 eV.